Molecular formula: C43H41N3O10P2PbSTe
Method: DFT, ωB97M-V/def2-TZVPD

```
102
Properties=species:S:1:pos:R:3
Pb 0.151 1.102 1.036
C -0.869 5.845 3.175
C -0.158 4.722 3.917
O 0.154 5.069 5.254
P 1.352 4.206 3.013
O 2.445 3.522 3.896
O 2.055 5.640 2.733
O 1.103 3.542 1.704
P -1.300 3.248 3.934
O -0.091 2.169 4.225
O -2.141 3.392 5.158
O -1.911 2.995 2.598
H -0.277 6.760 3.176
H -1.828 6.026 3.664
H -1.056 5.522 2.151
H -0.431 4.509 5.793
H 2.365 2.538 4.136
H 2.716 5.491 2.044
H -0.418 1.259 4.279
C -4.030 -5.011 -0.886
C -3.049 -3.871 -0.774
C -2.568 -3.218 -1.890
C -1.689 -2.143 -1.800
C -1.263 -1.441 -3.033
O -1.343 -0.238 -3.170
C -0.744 -2.276 -4.177
C -0.494 -1.623 -5.386
C -0.024 -2.314 -6.487
C 0.206 -3.681 -6.406
C -0.024 -4.339 -5.207
C -0.487 -3.645 -4.100
C -1.240 -1.644 -0.532
O -0.419 -0.659 -0.499
C -1.761 -2.341 0.616
C -2.639 -3.400 0.470
C -1.430 -1.979 2.027
N -0.316 -2.246 2.592
C 0.821 -2.774 1.857
C 2.088 -2.510 2.674
Te 3.903 -3.332 1.772
C 3.371 -2.973 -0.284
C 2.244 -3.503 -0.906
C 1.875 -3.084 -2.176
C 2.625 -2.129 -2.845
C 3.775 -1.626 -2.255
C 4.145 -2.057 -0.991
C -2.486 -1.325 2.847
C -3.623 -0.792 2.243
C -4.548 -0.084 2.996
C -4.349 0.103 4.353
C -3.222 -0.428 4.964
C -2.301 -1.138 4.217
H -4.126 -5.333 -1.923
H -5.019 -4.708 -0.531
H -3.714 -5.864 -0.281
H -2.932 -3.510 -2.870
H -0.679 -0.558 -5.425
H 0.160 -1.787 -7.416
H 0.568 -4.226 -7.270
H 0.162 -5.404 -5.138
H -0.651 -4.170 -3.170
H -3.014 -3.880 1.369
H 0.888 -2.346 0.852
H 0.714 -3.863 1.771
H 1.994 -3.074 3.604
H 2.882 -0.670 2.380
H 1.642 -4.245 -0.397
H 0.988 -3.490 -2.643
H 2.310 -1.779 -3.821
H 4.369 -0.880 -2.768
H 5.043 -1.663 -0.532
H -3.767 -0.913 1.178
H -5.416 0.345 2.510
H -5.062 0.677 4.932
H -3.048 -0.262 6.018
H -1.409 -1.545 4.673
N -0.794 3.046 -0.247
C -0.695 2.921 -1.637
C -1.845 2.954 -2.419
C -1.782 2.810 -3.794
C -0.549 2.649 -4.403
C 0.597 2.605 -3.625
C 0.559 2.731 -2.238
C 1.833 2.630 -1.474
C 2.923 3.354 -1.967
C 4.182 3.251 -1.399
C 4.368 2.362 -0.353
C 3.278 1.664 0.143
C 1.974 1.789 -0.346
H -1.701 3.288 0.127
H -0.039 3.555 0.210
H -2.805 3.081 -1.933
H -2.690 2.819 -4.383
H -0.485 2.529 -5.478
H 1.552 2.439 -4.108
H 2.777 4.039 -2.796
H 5.002 3.861 -1.761
H 5.345 2.234 0.102
H 3.474 0.998 0.978
O 4.351 -2.050 4.344
S 3.148 -1.116 4.597
N 2.272 -1.131 3.051
```

Computed properties:
* energy relative to the best compared isomer or geometry (same formula, charge and spin): 0.897 eV
* LUMO: 3.9 eV
* total charge: -2
* E_tot: -112162.688 eV
* strongest force on any atom: 2.341 eV Å⁻¹
* HOMO energy: -0.034 hartree